No. 1
This record from OMol25 describes a cluster of 2 separate species, C3H10N2O2S in total in a non-equilibrium geometry. The level of theory is ωB97M-V/def2-TZVPD.

The geometry in XYZ format:
```
18
Properties=species:S:1:pos:R:3:lowdin_charge:R:1
N -1.85649 0.85364 -0.02152 0.043
C -0.50680 0.35544 0.28496 -0.389
C -0.48012 -1.10180 0.77206 -0.564
S -1.38619 -1.41495 2.29318 0.725
C 0.33834 0.41984 -1.00276 -0.500
N 0.42018 1.68059 -1.54081 0.156
O 0.93471 -0.51502 -1.49039 0.057
H -2.45861 0.03163 -0.09216 0.073
H -2.22178 1.28694 0.82830 0.073
H 0.03776 0.95882 1.01639 0.146
H 0.54607 -1.40198 0.88601 0.071
H -0.74893 -1.70979 -0.09406 0.089
H -0.45748 -0.84530 3.06689 -0.138
H -0.10770 2.40277 -1.07904 0.097
H 0.55399 1.74477 -2.53677 0.118
H 3.04415 0.10124 -1.65627 0.011
H 2.93983 1.59180 -1.55392 0.004
O 3.58422 0.90111 -1.74926 -0.072
```

Values from the calculation:
HOMO-LUMO gap	10.044	eV
LUMO energy	0.515	eV
energy relative to the best compared isomer or geometry (same formula, charge and spin)	67.78	kJ/mol
structure (SMILES)	NC(=O)[C@@H](N)CS.O

=====

No. 2
This record from OMol25 describes a structure of composition C11H19MgN3O6P in a non-equilibrium geometry. The level of theory is ωB97M-V/def2-TZVPD.

The geometry in XYZ format:
```
41
Properties=species:S:1:pos:R:3:lowdin_charge:R:1
O 3.23210 -2.69552 -4.58228 -0.049
C 2.45097 -2.89143 -5.45902 0.045
Mg -0.48410 -0.47477 -2.20164 0.618
C -3.04106 -0.22415 -2.33807 -0.223
O -3.85808 0.59715 -2.14162 0.152
C -2.63272 -2.24992 -4.38292 0.165
O -1.79033 -2.81767 -5.05743 0.219
C -3.22882 -1.61126 -2.99553 -0.199
O -4.22443 -2.43949 -2.98297 0.086
C -0.87973 1.75589 -3.20314 -0.015
O -1.09190 2.84520 -3.37451 0.147
H 1.30026 -0.09673 -2.66338 -0.054
C 2.68250 0.21792 -0.24847 -0.129
N 1.71271 0.81476 0.63405 -0.303
C 2.29448 1.84032 1.53088 -0.084
P 0.24756 0.15397 0.97569 0.552
O -0.34462 -0.53781 -0.23234 -0.410
N 0.29745 -0.89421 2.27666 -0.286
C -0.72737 -1.93450 2.24928 -0.114
C 1.58218 -1.46785 2.72517 -0.083
N -0.61572 1.45626 1.47405 -0.304
C -0.85648 2.49947 0.44715 -0.090
C -1.81938 1.24186 2.30120 -0.094
H 3.33870 -0.48649 0.27312 0.087
H 3.29593 1.01244 -0.69227 0.096
H 2.17620 -0.30656 -1.07114 -0.025
H 1.49928 2.38083 2.07781 0.083
H 2.99686 1.39695 2.27270 0.088
H 2.86233 2.56858 0.91644 0.095
H -0.66176 -2.52119 1.32897 0.080
H -0.54326 -2.59735 3.09929 0.090
H -1.72796 -1.51385 2.33601 0.073
H 2.04891 -2.07857 1.92995 0.093
H 2.29813 -0.70574 3.06338 0.079
H 1.35825 -2.13876 3.56539 0.088
H -1.69061 2.23370 -0.22430 0.078
H -1.09901 3.44078 0.96307 0.100
H 0.04742 2.63292 -0.15211 0.077
H -2.64207 0.75754 1.72691 0.092
H -1.57201 0.61644 3.17230 0.081
H -2.19081 2.22084 2.66370 0.097
```

Values from the calculation:
HOMO-LUMO gap (spin up / spin down)	5.312 / 4.835	eV
LUMO energy (spin up / spin down)	-6.543 / -6.978	eV
net charge	+1
energy relative to the best compared isomer or geometry (same formula, charge and spin)	350.92	kJ/mol

=====

No. 3
This record from OMol25 describes a structure of composition C5H14N2 in a non-equilibrium geometry. The level of theory is ωB97M-V/def2-TZVPD.

The geometry in XYZ format:
```
21
Properties=species:S:1:pos:R:3:lowdin_charge:R:1
C -0.57863 3.60059 -1.10441 -0.066
N -0.19107 0.30031 -0.82286 0.073
C -0.09318 -1.03070 -0.66193 -0.427
C 0.38137 -1.59985 0.68820 -0.159
C -0.00015 -0.81256 1.95174 -0.284
N 0.32630 0.63722 2.03640 -0.014
C 0.11516 -1.89991 -1.87548 -0.055
H -1.61523 3.92249 -1.31355 0.016
H -0.65392 3.82517 -0.02439 0.011
H 0.17906 4.26050 -1.54693 0.016
H -0.41849 2.51531 -1.20146 -0.032
H -1.04826 -0.05548 -0.20422 0.122
H 0.13142 -2.67511 0.75384 0.111
H 1.49810 -1.55995 0.54531 0.140
H -1.09519 -0.94154 2.14991 0.115
H 0.55257 -1.24565 2.79798 0.105
H 1.34290 0.71237 2.14136 0.066
H 0.19625 1.03317 1.11561 0.011
H -0.35896 -1.46416 -2.76173 0.080
H -0.17853 -2.95368 -1.66848 0.085
H 1.16726 -1.97689 -2.18266 0.088
```

Values from the calculation:
HOMO-LUMO gap	8.889	eV
LUMO energy	0.322	eV
energy relative to the best compared isomer or geometry (same formula, charge and spin)	361.63	kJ/mol

=====

No. 4
This record from OMol25 describes a structure of composition C28H23N6O6PSSn in a non-equilibrium geometry. The level of theory is ωB97M-V/def2-TZVPD.

The geometry in XYZ format:
```
66
Properties=species:S:1:pos:R:3:lowdin_charge:R:1
Sn -0.02920 -0.36110 -0.09940 1.120
C -6.04410 -4.28930 -1.00110 -0.089
C -5.34010 -3.57130 -1.95650 -0.078
C -4.25080 -2.80910 -1.58070 -0.092
C -3.86340 -2.76140 -0.24540 -0.359
C -4.57070 -3.47720 0.71100 -0.082
C -5.66280 -4.23680 0.32960 -0.085
P -2.40060 -1.75520 0.13550 0.976
C -2.04810 -2.07360 1.90230 -0.420
C -2.51580 -1.27490 2.93530 -0.091
C -2.04200 -1.45930 4.22130 -0.088
C -1.10560 -2.44560 4.48610 -0.091
C -0.65210 -3.26380 3.46250 -0.086
C -1.11190 -3.06870 2.17490 -0.124
C -3.01440 -0.04580 0.12730 -0.439
C -4.33310 0.37860 0.12330 -0.082
C -4.60730 1.73680 0.07310 -0.086
C -3.56790 2.64990 0.02390 -0.094
C -2.25060 2.21620 0.00270 -0.122
C -1.94330 0.86070 0.04630 -0.331
H -6.89800 -4.88160 -1.29430 0.100
H -5.64300 -3.61060 -2.99280 0.104
H -3.68440 -2.23770 -2.30110 0.095
H -4.27550 -3.43080 1.74860 0.100
H -6.22370 -4.78700 1.07200 0.102
H -3.24410 -0.50650 2.72110 0.109
H -2.40770 -0.83360 5.02220 0.105
H -0.73910 -2.58680 5.49360 0.101
H 0.07040 -4.04020 3.67510 0.103
H -0.74360 -3.68570 1.36290 0.106
H -5.13870 -0.34460 0.14850 0.107
H -5.63000 2.08490 0.05610 0.100
H -3.78620 3.70940 -0.01630 0.100
H -1.45790 2.95410 -0.06470 0.095
C 5.60440 -0.14940 1.06750 -0.003
C 4.41340 0.06970 1.91740 -0.334
N 4.38180 -0.04420 3.20310 0.111
N 3.10710 0.20910 3.57380 0.028
C 2.30660 0.45220 2.51390 -0.798
S 0.68780 0.76210 2.53630 0.601
N 3.16070 0.39260 1.43390 -0.095
N 2.75500 0.64020 0.13580 0.054
H 6.45730 -0.31730 1.71670 0.087
H 5.79660 0.71120 0.42860 0.086
H 5.46910 -1.02570 0.43310 0.088
H 2.83050 0.17900 4.54090 0.155
H 2.86200 1.62250 -0.11610 0.123
H 3.25350 0.06550 -0.53640 0.107
O -1.46330 -0.93140 -2.65160 -0.010
C -0.48480 -0.31650 -3.03850 -0.655
O 0.42640 0.16980 -2.29980 -0.219
C -0.23890 -0.10490 -4.51360 -0.081
C 0.86090 0.65330 -4.88330 0.079
C 1.14930 0.85230 -6.22360 -0.116
C 0.35430 0.29390 -7.21320 0.094
C -0.73820 -0.47160 -6.82840 -0.111
C -1.04900 -0.67310 -5.48700 0.094
N -1.56120 -1.07780 -7.86560 -0.362
O -2.51350 -1.73270 -7.51310 0.095
O -1.23350 -0.88750 -9.01540 0.088
N 2.30580 1.65030 -6.57680 -0.362
O 3.03130 2.00370 -5.67280 0.083
O 2.47630 1.91280 -7.74440 0.096
H 1.48300 1.07960 -4.11270 0.125
H 0.57940 0.44060 -8.25990 0.132
H -1.90250 -1.26780 -5.19820 0.133
```

Values from the calculation:
HOMO-LUMO gap	6.453	eV
LUMO energy	-0.708	eV